1.
Below is a 2-piece molecular cluster, C5H11O2 overall, with properties calculated with ωB97M-V/def2-TZVPD.

```
18
Properties=species:S:1:pos:R:3:nbo_charge:R:1
C -3.19569 0.87004 1.44082 -0.742
C -1.68473 0.64011 1.08550 0.770
O -1.34120 -0.51715 0.77483 -0.797
O -0.97498 1.67982 1.13701 -0.801
H -3.30168 1.83719 1.92579 0.196
H -3.54190 0.09947 2.13295 0.191
H -3.72802 0.85262 0.48672 0.197
C 1.77496 -0.50541 -0.22525 -0.434
C 1.40073 -1.77034 -1.00746 -0.613
C 1.78402 0.73671 -1.09909 -0.612
H 0.99796 -0.32792 0.52136 0.269
H 2.67218 -0.65434 0.37841 0.171
H 1.60182 -1.62610 -2.07316 0.178
H 0.33059 -1.95641 -0.88890 0.236
H 0.92518 0.71516 -1.76712 0.207
H 1.59021 1.65599 -0.52560 0.226
H 1.95077 -2.66690 -0.70752 0.183
H 2.73978 0.93748 -1.58930 0.173
```

The calculation puts the frontier orbital gap at 8.199 eV. The value obtained for the highest occupied orbital energy is -4.00 eV. As for the energy above the lowest of the compared OMol25 structures with the same formula, charge and spin: 0.214 eV. The LUMO energy is 4.202 eV. Its spin multiplicity is 1. The total charge is -1.

***

2.
Below is a 2-piece molecular cluster, C5H11O2 overall, with properties calculated with ωB97M-V/def2-TZVPD.

```
18
Properties=species:S:1:pos:R:3:nbo_charge:R:1
C -0.61830 1.44292 1.32192 -0.610
C -0.35258 0.91157 2.67283 -0.603
H -1.23117 2.30491 1.70163 0.183
H 0.27487 1.80124 0.78446 0.212
H -1.10222 0.74593 0.51180 0.224
H -1.30189 0.89415 3.23551 0.174
H 0.32254 1.50212 3.12605 0.194
H -0.21716 -0.18174 2.71180 0.221
C 0.33212 -1.39325 -2.09890 -0.539
C -0.13894 0.00055 -1.82126 -0.579
C 1.29919 -1.82253 -0.84317 0.789
O 2.22254 -1.08237 -0.58306 -0.764
O 0.58246 -2.64502 -0.23138 -0.809
H -0.31309 -2.14473 -2.09156 0.196
H 0.81561 -1.42924 -2.96010 0.162
H -0.80504 -0.01044 -1.08401 0.177
H -0.53297 0.50478 -2.79388 0.155
H 0.76402 0.60116 -1.55868 0.216
```

The calculation puts the frontier orbital gap at 7.089 eV. The value obtained for the highest occupied orbital energy is -3.21 eV. As for the energy above the lowest of the compared OMol25 structures with the same formula, charge and spin: 2.442 eV. The LUMO energy is 3.879 eV. Its spin multiplicity is 1. The total charge is -1.

***

3.
Below is a 2-piece molecular cluster, C5H11O2 overall, with properties calculated with ωB97M-V/def2-TZVPD.

```
18
Properties=species:S:1:pos:R:3:nbo_charge:R:1
C -0.87377 0.44689 -0.23777 -0.045
O -1.71737 1.12581 0.68156 -0.934
C 0.53582 0.36900 0.34955 -0.430
C 1.52640 -0.37728 -0.55251 -0.454
C 2.61625 -1.18188 0.12206 -0.124
C 3.26193 -2.24305 -0.35085 -0.459
H -0.89074 1.06252 -1.17722 0.118
H -1.31665 -0.50619 -0.45906 0.126
H 0.80988 1.42709 0.43176 0.202
H 0.45796 -0.07343 1.36584 0.197
H 2.17349 0.32120 -1.15193 0.209
H 0.92447 -1.05345 -1.26370 0.202
H 2.93629 -0.77861 1.08472 0.184
H 2.92694 -2.90936 -1.16301 0.188
H 4.05278 -2.65360 0.26196 0.180
H -4.68194 1.69027 0.65015 0.426
H -3.07518 1.16116 0.37146 0.509
O -4.09898 1.38810 -0.05861 -1.096
```

The calculation puts the frontier orbital gap at 6.820 eV. The value obtained for the highest occupied orbital energy is -3.29 eV. As for the energy above the lowest of the compared OMol25 structures with the same formula, charge and spin: 2.571 eV. The LUMO energy is 3.532 eV. Its spin multiplicity is 1. The total charge is -1.

***

4.
Below is a 2-piece molecular cluster, C5H11O2 overall, with properties calculated with ωB97M-V/def2-TZVPD.

```
18
Properties=species:S:1:pos:R:3:nbo_charge:R:1
C -0.66566 -0.93684 -0.25143 0.026
O -1.73523 -0.67091 -1.02361 -0.939
C -0.13842 0.00910 0.87290 -0.458
C 1.26106 -0.22716 1.31892 -0.413
C 2.34354 0.46809 0.24172 -0.153
C 3.68507 0.73458 0.57583 -0.459
H 0.17202 -0.88652 -0.98660 0.091
H -0.54193 -2.03807 0.17090 0.056
H -0.16038 0.96901 0.36764 0.197
H -0.78536 -0.04870 1.71236 0.188
H 1.71833 -1.22144 1.35332 0.205
H 1.39112 0.25144 2.29305 0.200
H 1.92510 1.24045 -0.49426 0.196
H 4.34291 0.26292 1.32677 0.181
H 4.26648 1.41551 -0.05973 0.178
H -3.49195 1.13062 -2.00225 0.433
H -3.03120 -0.10094 -1.20969 0.514
O -3.85460 0.51331 -1.35379 -1.041
```

The calculation puts the frontier orbital gap at 6.705 eV. The value obtained for the highest occupied orbital energy is -3.13 eV. As for the energy above the lowest of the compared OMol25 structures with the same formula, charge and spin: 3.616 eV. The LUMO energy is 3.575 eV. Its spin multiplicity is 1. The total charge is -1.

***

5.
Below is C5H11O2 as an isolated structure, with properties calculated with ωB97M-V/def2-TZVPD.

```
18
Properties=species:S:1:pos:R:3:nbo_charge:R:1
C 1.53461 0.13757 -0.34517 -0.034
O 2.59120 -0.75311 -0.33318 -0.881
C 0.18880 -0.55637 -0.16824 -0.468
C -1.00040 0.29195 -0.41569 -0.187
C -2.23358 -0.27432 -0.42058 -0.307
C -3.45260 0.23537 0.03289 -0.372
H 1.52049 0.79785 -1.25028 0.094
H 1.71107 0.89199 0.44302 0.144
H 0.05976 -1.42599 -0.81957 0.200
H 0.27476 -0.97163 0.84802 0.206
H -0.98822 1.34769 -0.67136 0.182
H -2.53523 -0.31052 1.51734 0.040
H -2.24037 -1.33448 -0.68573 0.190
H -3.70586 1.27996 0.18304 0.202
H -4.32950 -0.38859 0.16487 0.203
H 3.52803 0.00342 0.10784 0.489
H 4.94625 0.28806 1.02464 0.423
O 4.13078 0.74113 0.78812 -1.124
```

The calculation puts the frontier orbital gap at 5.842 eV. The value obtained for the highest occupied orbital energy is -3.36 eV. As for the energy above the lowest of the compared OMol25 structures with the same formula, charge and spin: 6.549 eV. The LUMO energy is 2.480 eV. Its spin multiplicity is 1. The total charge is -1.

***

6.
Below is a 2-piece molecular cluster, C5H11O2 overall, with properties calculated with ωB97M-V/def2-TZVPD.

```
18
Properties=species:S:1:pos:R:3:nbo_charge:R:1
C 2.56985 0.62862 0.03960 -0.607
C 2.57090 -0.45702 1.17070 -0.619
H 3.03035 1.53577 0.56936 0.176
H 3.36839 0.35953 -0.72005 0.182
H 1.58096 0.93147 -0.22373 0.264
H 1.57828 -0.21423 1.61199 0.225
H 3.44715 -0.38399 1.72471 0.188
H 2.56369 -1.46104 0.61239 0.186
C -2.59057 -0.11492 -0.55896 -0.544
C -1.63204 -1.19007 -0.01820 -0.612
C -2.02646 1.37978 -0.96132 0.779
O -0.92630 1.79331 -0.59638 -0.787
O -2.79535 1.96208 -1.75472 -0.798
H -3.37517 -0.36659 -1.32667 0.212
H -3.31932 0.03754 0.27670 0.179
H -1.15585 -0.98989 0.89852 0.199
H -0.81784 -1.27388 -0.76520 0.194
H -2.07068 -2.17647 0.02123 0.180
```

The calculation puts the frontier orbital gap at 7.537 eV. The value obtained for the highest occupied orbital energy is -3.84 eV. As for the energy above the lowest of the compared OMol25 structures with the same formula, charge and spin: 1.220 eV. The LUMO energy is 3.694 eV. Its spin multiplicity is 1. The total charge is -1.

***

7.
Below is a 2-piece molecular cluster, C5H11O2 overall, with properties calculated with ωB97M-V/def2-TZVPD.

```
18
Properties=species:S:1:pos:R:3:nbo_charge:R:1
C -0.10283 -1.00001 -0.85201 -0.049
O 0.99847 -1.72223 -1.18122 -0.947
C 0.23896 0.49241 -1.29093 -0.410
C -0.75113 1.46276 -0.57119 -0.475
C -1.23108 0.94492 0.72817 -0.148
C -0.51624 1.00762 1.84988 -0.435
H -0.28845 -1.32549 0.20889 0.141
H -1.05697 -1.39742 -1.37188 0.080
H 1.28158 0.60446 -1.18080 0.212
H 0.05181 0.50273 -2.44613 0.183
H -1.52819 1.61773 -1.31139 0.200
H -0.23858 2.49153 -0.53754 0.193
H -2.27522 0.50433 0.72140 0.198
H 0.43555 1.55072 1.97012 0.182
H -0.69228 0.37246 2.74147 0.190
H 1.89729 -1.52751 1.42989 0.432
H 1.70190 -2.18628 0.05406 0.506
O 2.07539 -2.39273 1.03921 -1.055
```

The calculation puts the frontier orbital gap at 6.998 eV. The value obtained for the highest occupied orbital energy is -3.01 eV. As for the energy above the lowest of the compared OMol25 structures with the same formula, charge and spin: 3.275 eV. The LUMO energy is 3.987 eV. Its spin multiplicity is 1. The total charge is -1.

***

8.
Below is a 2-piece molecular cluster, C5H11O2 overall, with properties calculated with ωB97M-V/def2-TZVPD.

```
18
Properties=species:S:1:pos:R:3:mulliken_spin:R:1
C 1.85810 -1.59454 -1.39978 0.212
C 0.79302 -2.59202 -0.87134 -0.036
O 0.46087 -2.47001 0.32116 -0.016
O 0.47638 -3.49988 -1.69173 -0.010
H 1.46346 -1.14656 -2.32153 0.002
H 2.86168 -1.96807 -1.60424 -0.023
H 1.93997 -0.72463 -0.74495 -0.038
C -0.40510 1.15632 0.42900 -0.713
C -0.36939 1.86026 1.78181 3.747
C -1.85720 0.81518 0.01280 0.840
H -0.02268 1.77106 -0.40174 -0.283
H 0.28586 0.32040 0.34660 -0.009
H -0.99131 2.75275 1.77762 -0.757
H 0.64895 2.13512 2.07866 -0.899
H -2.09512 1.30425 -0.93579 -0.080
H -1.92218 -0.26312 -0.17098 -0.135
H -0.54244 1.14774 2.60047 -0.535
H -2.58287 0.99576 0.79395 -0.267
```

The calculation puts the frontier orbital gap (alpha / beta) at 2.559 / 8.072 eV. As for the expectation value of S²: 0.75. The value obtained for the highest occupied orbital energy (alpha / beta) is 4.02 / -1.61 eV. As for the energy above the lowest of the compared OMol25 structures with the same formula, charge and spin: 0.584 eV. The LUMO energy (alpha / beta) is 6.575 / 6.463 eV. Its spin multiplicity is 2. The total charge is -2.

***

9.
Below is one molecule with the formula C5H11O2, with properties calculated with ωB97M-V/def2-TZVPD.

```
18
Properties=species:S:1:pos:R:3:mulliken_spin:R:1
C -1.27189 -1.10294 0.72481 -0.004
O -1.42412 -0.68539 2.14736 0.009
C 0.19842 -1.13457 0.31686 0.106
C 0.99797 0.14121 0.52512 0.003
C 0.58694 1.35486 -0.34953 0.080
C 0.23806 1.02494 -1.87620 -0.003
O -0.30797 -0.18501 -2.08408 0.709
H -1.87492 -0.34865 0.26399 -0.002
H -1.77488 -2.06378 0.62757 0.001
H -0.89760 -1.35179 2.60226 -0.001
H 0.20984 -1.04485 -0.83846 0.031
H 0.72685 -2.06781 0.59145 -0.004
H 2.07280 -0.04322 0.54376 0.003
H 0.78902 0.45974 1.56892 0.018
H -0.24457 1.81392 0.19146 -0.005
H 1.36550 2.12479 -0.30084 0.001
H -0.47977 1.88850 -2.09830 0.060
H 1.09032 1.22006 -2.55616 -0.003
```

The calculation puts the frontier orbital gap (alpha / beta) at 10.683 / 8.255 eV. As for the expectation value of S²: 0.76. The value obtained for the highest occupied orbital energy (alpha / beta) is -9.76 / -9.87 eV. As for the energy above the lowest of the compared OMol25 structures with the same formula, charge and spin: 1.447 eV. The LUMO energy (alpha / beta) is 0.921 / -1.613 eV. Its spin multiplicity is 2. The total charge is 0.

***

10.
Below is a 2-piece molecular cluster, C5H11O2 overall, with properties calculated with ωB97M-V/def2-TZVPD.

```
18
Properties=species:S:1:pos:R:3:mulliken_spin:R:1
C 0.14038 1.64405 1.55250 0.002
C -0.19544 -2.18937 0.88945 0.001
C -0.62199 -0.75707 1.20654 0.007
C 0.56432 0.19683 1.31297 0.009
H -0.42835 2.02406 0.70754 -0.001
H 0.99239 2.30753 1.70007 0.001
H -0.49512 1.70730 2.43907 0.001
H -1.05903 -2.85292 0.82739 0.000
H 0.45111 -2.58616 1.67521 0.000
H 0.33605 -2.21350 -0.05871 0.002
H -1.21654 -0.72420 2.12430 0.001
H -1.27347 -0.40752 0.39960 0.001
H 1.22334 -0.13265 2.12055 -0.002
H 1.11244 0.13923 0.36401 0.005
O -0.17708 -0.70606 -1.83905 0.407
C 0.01260 0.47008 -2.16400 -0.004
O 0.30436 1.46789 -1.50818 0.407
H -0.11381 0.66574 -3.25372 0.163
```

The calculation puts the frontier orbital gap (alpha / beta) at 11.983 / 6.831 eV. As for the expectation value of S²: 0.76. The value obtained for the highest occupied orbital energy (alpha / beta) is -11.13 / -10.97 eV. As for the energy above the lowest of the compared OMol25 structures with the same formula, charge and spin: 0.540 eV. The LUMO energy (alpha / beta) is 0.857 / -4.136 eV. Its spin multiplicity is 2. The total charge is 0.

***

Question: Which formula does entry 3 have?
Answer: C5H11O2

***

Question: Which value of total charge does entry 3 give?
Answer: -1

***

Question: total charge of number 2 (C5H11O2)?
Answer: -1